178
Properties=species:S:1:pos:R:3:lowdin_charge:R:1 method="wB97M-V/def2-TZVPD" spin_multiplicity=1 smiles=COCCNCCOC.COCCNCCOC.COCCNCCOC.COCCNCCOC.COCCNCCOC.COCCNCCOC.COCCNCCOC.OCCO fmax_ev_per_a=2.76 e_above_lowest_kj_mol=312.30 e_homo_ev=-8.159
H -2.28663 -8.78115 -2.79620 0.084
O 1.75383 -4.52514 1.40731 -0.175
O -5.40172 4.64190 -0.51968 -0.068
H -8.45072 0.08912 -6.87285 0.091
H 6.39777 -0.44731 -0.09679 0.102
H 0.29356 -5.22340 2.81384 0.109
H -3.59995 4.27155 8.92544 0.084
C -1.29500 -9.19060 -3.04887 -0.134
H -3.24026 5.81467 9.72435 0.083
C 7.06392 1.00365 1.32126 -0.236
H -1.15245 -0.35940 4.20069 0.114
H 8.64772 -3.34988 4.90519 0.085
H -1.01804 5.24993 3.82036 0.122
H -3.79534 4.45579 0.68792 0.100
N 0.31817 2.25225 -2.07874 -0.030
O 7.43528 -3.58460 3.24209 -0.210
H -6.81798 2.67281 -3.97873 0.081
C 2.50439 0.79482 3.08093 -0.095
H 1.33527 2.30219 -2.03441 0.097
H -1.98433 -3.86831 7.95349 0.076
H -1.95430 6.49594 7.90031 0.117
H 1.21979 -8.41509 -0.31373 0.122
H -1.79718 1.76977 2.88961 0.083
H -7.39579 3.22456 -8.38824 0.098
C -2.68484 6.05419 7.21032 -0.226
H 4.94269 2.80090 1.63699 0.098
H 4.62653 2.11447 3.24267 0.054
C 0.24754 -8.25322 0.16982 -0.217
O -3.98338 6.01785 7.81942 -0.195
H -3.42071 7.67115 5.98168 0.121
C -0.95500 -2.67144 5.60391 -0.210
H -3.80786 5.92635 2.83308 0.113
H -0.83994 -0.21618 5.97453 0.119
C -1.41357 -4.79233 7.81115 -0.103
H -2.10074 -5.58740 8.09307 0.088
H 4.84673 2.20747 -3.40409 0.084
H 0.66791 1.28405 -4.08464 0.111
H -1.77604 7.20280 5.62599 0.113
C 8.09927 -3.64865 1.98896 -0.237
C -1.84942 5.12728 3.11111 -0.258
C 5.80203 1.73134 -3.12508 -0.108
C 1.34491 -6.79952 1.74846 -0.197
H 4.89329 -2.06965 -2.74052 0.114
C -0.75966 -8.23216 -0.97238 -0.221
H -1.18861 -2.32970 6.61579 0.109
C 3.11825 -0.48344 -0.40126 -0.084
H 5.92468 -2.09613 -4.07478 0.120
H 0.67663 1.57451 4.83306 0.105
H 8.82936 -4.84454 3.92006 0.081
O -8.88488 2.08539 -6.31126 -0.208
H 8.13650 -0.34167 -0.05761 0.121
C -1.68295 4.10029 -5.02327 -0.079
H -3.29836 4.97834 5.15861 0.101
C -1.43065 2.79549 2.87001 -0.098
H 9.12102 -3.25480 2.04226 0.122
H 2.74850 -2.92176 2.33563 0.100
C 7.25206 -0.32277 0.59064 -0.216
C -2.76379 6.79879 5.89316 -0.207
H 6.16537 2.17951 -2.20700 0.083
H -1.86645 1.33859 -3.24862 0.110
C 8.12146 -4.13715 4.35835 -0.094
H -2.39572 4.99494 7.18781 0.116
H 1.94025 -5.42530 3.29949 0.123
H -0.01443 -9.08984 0.81645 0.125
H -0.17622 -4.60689 4.80283 0.096
H -9.53262 1.13873 -8.00149 0.091
H -0.88198 -8.39346 -3.68292 0.076
H 0.31923 -5.26799 -5.43855 0.089
H 0.54726 2.95934 -4.00704 0.108
H -4.92212 5.42271 9.48106 0.088
H 0.60454 -3.99589 6.23389 0.125
H -1.84822 -2.62585 4.96775 0.126
H 3.00398 -1.24539 -1.17379 0.069
H -1.00348 0.67195 -1.55907 0.113
H -4.53819 2.89851 0.32350 0.122
H -0.86168 -7.25417 -1.45399 0.121
H -4.57318 4.46285 -6.56826 0.108
H -5.31755 5.92207 -4.90157 0.122
H 3.16234 0.77935 3.95648 0.086
H 2.90110 -1.00580 0.53748 0.053
H -1.40556 5.52548 2.18409 0.120
C -0.39806 -0.38369 4.98977 -0.179
H 1.16143 -6.37671 -4.27127 0.080
H 7.19015 1.83341 0.61175 0.121
H -1.34181 1.52577 -4.95998 0.125
H -0.63328 4.40538 -4.98301 0.082
H 2.30962 1.83540 2.79985 0.094
H -2.50315 7.08316 3.29724 0.119
H -0.50048 -4.78547 8.40630 0.089
H 1.81387 -3.28315 -5.78363 0.120
H -3.36043 2.73954 -2.97820 0.046
C -3.93364 5.30314 9.04690 -0.116
C -0.36995 -4.08484 5.73883 -0.213
H 0.95769 -2.83820 2.41385 0.079
C -5.99192 5.06749 -4.97265 -0.192
C -5.34059 4.04039 -5.91634 -0.193
O -3.94910 2.80959 -2.19783 -0.071
O -1.96266 3.23374 -3.94527 -0.241
H 1.59815 0.27412 5.54350 0.124
N -3.36095 5.94663 4.88008 -0.064
O -1.23805 -4.96791 6.41409 -0.197
H 0.53752 -0.72876 -0.56494 0.128
O -2.36580 3.84370 2.95529 -0.176
C 1.00190 0.03180 -1.20857 -0.221
C 1.49687 -3.14690 -4.74081 -0.240
H -9.57281 3.70787 -7.32851 0.123
C 5.37656 2.23764 2.47110 -0.080
H 2.95627 0.29404 2.23140 0.068
H 6.24741 2.74817 2.88765 0.090
C -0.05931 1.10446 -1.22533 -0.182
H 3.94727 -3.40405 -4.31091 0.107
N 0.08539 -1.78154 5.14073 -0.080
H -8.06157 3.73776 -3.45304 0.092
H 8.22523 -4.70745 1.72765 0.120
O -0.57460 -9.33901 -1.85909 -0.194
H 5.34182 -0.03573 -4.93270 0.125
N 0.12292 -7.03724 0.94282 -0.067
C 1.29429 -5.40936 2.41386 -0.224
C -8.69756 3.42141 -6.72219 -0.228
H -8.87728 4.00283 -5.81368 0.110
H -6.96876 5.31596 -5.39402 0.107
H -1.76369 -8.50488 -0.61075 0.126
C 7.30126 -2.77709 1.04482 -0.193
C -1.32083 1.95959 -3.95561 -0.182
O 5.75839 1.03010 1.81845 -0.210
H 7.83135 1.05978 2.10392 0.128
O 2.20353 0.57459 -0.68200 -0.171
N 7.39840 -1.40919 1.52496 -0.079
H -0.25187 1.57471 -0.25956 0.108
H -2.32465 4.97518 -4.99020 0.091
H 6.42253 1.91287 -4.00993 0.088
N -6.26561 3.15557 -6.60351 -0.060
H -7.21407 4.76480 -7.52630 0.121
H 3.86765 0.23490 -4.02978 0.112
H -5.47955 4.49379 -1.47364 0.034
N 3.88208 -2.43059 -4.61604 -0.048
C 0.82424 0.48873 4.79785 -0.221
O 1.49491 -4.33117 -3.98265 -0.173
H 6.24303 -3.02012 0.92950 0.123
H -6.78906 3.24746 -2.32891 0.082
C -8.71395 1.05433 -7.28232 -0.089
C -2.96071 6.11300 3.49568 -0.190
H 0.53484 -2.64880 -4.91293 0.122
C -4.27577 3.87415 -0.10458 -0.232
H 1.20045 -0.40170 -2.19057 0.105
C 4.92008 -1.77500 -3.79830 -0.198
H 1.73070 -2.58263 0.92014 0.066
H 1.36153 -7.57851 2.51497 0.118
H 0.11985 -6.16320 0.41953 0.104
H 7.93883 -2.79264 0.15297 0.124
C -6.98677 3.55458 -3.35230 -0.096
O -6.11704 4.62324 -3.63954 -0.193
H 2.57054 -2.27711 -3.01670 0.099
C 4.83961 -0.27157 -3.98513 -0.219
H 2.24980 -6.83176 1.13494 0.117
H 2.02669 -5.54169 -5.55012 0.088
H 4.10875 -0.05783 -0.26727 0.077
C -7.36356 3.69085 -7.40017 -0.206
H -2.98051 4.65118 -1.64172 0.129
H 0.58017 -2.02717 4.29327 0.079
C 0.13750 2.06987 -3.51537 -0.220
O 1.32089 0.15390 3.51445 -0.214
C 1.81614 -3.19111 1.82838 -0.110
H -0.75260 2.85940 2.01478 0.084
H 6.83726 -1.22949 2.34715 0.110
H -2.43689 3.20408 -0.85674 0.107
H -0.81950 2.83547 3.77973 0.070
C -3.33578 3.68123 -1.28072 -0.260
C 1.20746 -5.44352 -4.82524 -0.100
H -7.88134 1.33107 -7.94452 0.068
H 2.24127 -1.13174 -4.10443 0.088
H -1.44147 -10.07280 -3.66381 0.086
H -6.61361 2.43032 -5.99607 0.081
H -1.82433 3.55728 -5.96456 0.093
H 7.45030 -4.59943 5.07875 0.082
O 5.52790 0.36904 -2.92171 -0.217
H -4.79158 3.38236 -5.23164 0.115
C 2.50853 -2.19574 -4.11642 -0.218